Entry from OMol25: a cluster of 4 separate species, C29H38N3O14P2S in total in a non-equilibrium geometry (ωB97M-V/def2-TZVPD).

Calculated values
gap between HOMO and LUMO	6.38	eV
charge	+1
lowest unoccupied orbital energy	-4.42	eV
electronic energy	-3425.9471	a.u.

Element x y z (Å)
C (4.34287, 1.52033, 1.43051)
C (3.69116, 3.02391, 1.40700)
C (2.06123, 3.07707, 1.24779)
C (1.24494, 1.87120, 1.99866)
C (0.60602, 0.73515, 1.00361)
P (-1.16170, 1.35065, 0.48781)
C (-2.46076, 0.92838, 1.84251)
C (-1.21469, 3.26939, 0.36415)
C (-2.71884, 3.82818, -0.06177)
C (0.58744, -0.67990, 1.83568)
N (1.03885, -1.89134, 0.99520)
C (0.34882, -1.76385, -0.34850)
N (-0.64545, -2.66790, -0.65677)
N (0.77756, -0.62069, -1.24342)
P (1.93330, -1.25026, -2.46849)
O (2.39149, 0.11473, -3.50412)
O (3.41984, -1.86778, -1.80366)
S (1.15202, -2.73740, -3.51910)
C (1.43618, 0.48164, -0.38735)
H (4.42055, 1.03333, 0.34390)
H (5.47809, 1.65641, 1.77398)
H (3.86542, 0.77950, 2.20025)
H (4.13591, 3.56243, 0.43856)
H (4.12016, 3.61267, 2.32291)
H (1.70986, 4.09135, 1.77054)
H (1.76708, 3.22027, 0.10025)
H (0.31904, 2.38566, 2.54943)
H (1.89439, 1.40779, 2.88647)
H (-3.52444, 1.24890, 1.43370)
H (-2.49976, -0.26190, 1.90907)
H (-2.20675, 1.38313, 2.89733)
H (-0.34695, 3.72221, -0.30631)
H (-1.01983, 3.71620, 1.45401)
H (-2.84195, 3.66030, -1.21368)
H (-2.87294, 4.96380, 0.27035)
H (-3.56952, 3.23035, 0.51979)
H (1.31457, -0.69090, 2.78156)
H (-0.47281, -0.98330, 2.26046)
H (2.07952, -1.90479, 0.91626)
H (-1.15256, -2.73171, -1.56861)
H (-0.94451, -3.32275, 0.10404)
H (2.92004, 0.75312, -2.93267)
H (3.44697, -1.81928, -0.80247)
H (1.49797, 1.42120, -1.10080)
H (2.51822, 0.09618, -0.16148)
C (5.29848, 5.73175, -2.08845)
C (6.09247, 6.75964, -2.39461)
C (6.97279, 6.72635, -3.59527)
O (7.67739, 7.69366, -3.86145)
C (6.96309, 5.51036, -4.42344)
C (6.17159, 4.48122, -4.11515)
C (5.27132, 4.52581, -2.93039)
O (4.54172, 3.57152, -2.68306)
O (6.15949, 3.33431, -4.88758)
O (6.12535, 7.89541, -1.60653)
H (4.65193, 5.74347, -1.22002)
H (7.62080, 5.49232, -5.28299)
H (5.50578, 2.73888, -4.46022)
H (6.77454, 8.49312, -2.03730)
C (-6.41528, -2.51234, 5.11201)
C (-5.28286, -1.82084, 5.25401)
C (-4.96325, -0.66896, 4.36594)
O (-3.92374, -0.04079, 4.53276)
C (-5.92344, -0.33042, 3.30386)
C (-7.05416, -1.02422, 3.15983)
C (-7.38629, -2.15823, 4.06529)
O (-8.44190, -2.76541, 3.91969)
O (-7.95968, -0.71316, 2.16210)
O (-4.36416, -2.14945, 6.23387)
H (-6.66126, -3.35038, 5.75194)
H (-5.67045, 0.49764, 2.65420)
H (-8.69425, -1.35657, 2.26666)
H (-3.63254, -1.50227, 6.13309)
C (-3.15309, -6.73461, -1.07640)
C (-3.44608, -7.94906, -1.54541)
C (-2.89494, -8.43131, -2.84207)
O (-3.16672, -9.55929, -3.23808)
C (-2.03606, -7.51555, -3.60908)
C (-1.74601, -6.29986, -3.14153)
C (-2.27476, -5.82843, -1.83221)
O (-1.97568, -4.71265, -1.42021)
O (-0.94168, -5.43312, -3.85848)
O (-4.27305, -8.80537, -0.84187)
H (-3.54496, -6.37216, -0.13438)
H (-1.65670, -7.87196, -4.55819)
H (-0.88033, -4.62052, -3.31038)
H (-4.32946, -9.62012, -1.38711)

Cartesian forces (eV/Å) of the 3 atoms listed first:
C 1.43 0.31 -0.13
C 0.57 -0.28 -1.18
C -0.04 1.21 0.56